[1]
Entry from OMol25: the molecule C4H7NO2S2 in a non-equilibrium geometry (ωB97M-V/def2-TZVPD).

Last column: Löwdin charge in e.
Cartesian coordinates (Å):
C  2.172  1.432  0.260  -0.191
C  -0.073  1.275  -0.527  -0.182
C  -1.558  -1.493  0.338  -0.066
C  -1.993  -0.029  -0.048  -0.175
N  1.069  1.739  -0.269  0.096
O  1.364  -0.862  -0.412  -0.578
O  -0.896  0.818  0.406  -0.016
S  4.398  -0.593  -0.321  0.039
S  2.513  -0.387  0.353  0.360
H  2.771  1.971  0.875  0.060
H  -0.301  1.336  -1.619  0.180
H  -2.300  -2.241  0.674  0.085
H  -1.079  -1.860  -0.578  0.070
H  -0.850  -1.307  1.122  0.064
H  -2.836  0.115  0.767  0.152
H  -2.401  0.086  -1.021  0.104

As for the structure (SMILES): CCO/C=N\C=S(=O)=S.

[2]
Entry from OMol25: a structure of composition C4H7NO3 in a non-equilibrium geometry (ωB97M-V/def2-TZVPD).

Last column: Löwdin charge in e.
Cartesian coordinates (Å):
O  -1.577  -2.080  -0.425  -0.048
C  -1.346  -0.952  -0.902  -0.714
O  -1.587  -0.506  -2.035  -0.055
C  -0.745  -0.017  0.233  -0.269
C  0.652  -0.431  0.629  -0.173
C  1.754  0.111  -0.305  -0.330
O  2.970  -0.495  -0.208  0.005
N  -1.080  1.665  0.909  -0.040
H  -0.716  1.073  -0.207  0.058
H  0.811  -1.507  0.687  0.116
H  0.871  -0.063  1.640  0.107
H  1.278  0.166  -1.305  0.130
H  1.961  1.170  -0.070  0.141
H  -1.424  -0.201  1.042  0.104
H  -1.823  2.068  0.316  -0.032

Its charge is -1. As for the spin multiplicity: 2.

Calculated ΔE to the lowest compared entry with this formula, charge and spin in order - 3.4983; 4.4497 eV